Below is a structure of composition C48H43Cl3CrNO10S, with properties calculated with ωB97M-V with the def2-TZVPD basis set.

CARTESIAN COORDINATES (ANGSTROEM)
Cr (0.237804, -0.590677, -0.943438)
Cl (-3.843611, -6.338992, -2.390567)
C (-2.550928, -5.188833, -2.121656)
C (-2.853382, -3.869294, -1.840355)
C (-1.806776, -2.994793, -1.631891)
Cl (-2.154130, -1.323212, -1.284137)
C (-0.437376, -3.340073, -1.684119)
O (0.518333, -2.505590, -1.491131)
C (-0.211386, -4.706289, -1.983411)
Cl (1.432693, -5.253990, -2.082056)
C (-1.233300, -5.609738, -2.195565)
H (-3.876165, -3.523524, -1.793963)
H (-0.998360, -6.641001, -2.418312)
O (6.732941, 1.430070, -2.226335)
C (6.477219, 0.523277, -1.412760)
O (7.236846, -0.236176, -0.779681)
C (4.973330, 0.202139, -1.271669)
C (4.469650, -0.342608, -0.095326)
C (3.114172, -0.571314, 0.037562)
N (2.259314, -0.304358, -0.955668)
C (2.736577, 0.161385, -2.120191)
C (4.073818, 0.447158, -2.304821)
C (1.690691, 0.320593, -3.205386)
O (2.002342, 0.746024, -4.309160)
O (0.511894, -0.054801, -2.849270)
H (5.152740, -0.588159, 0.706538)
H (2.669718, -0.961848, 0.943774)
H (4.406138, 0.870309, -3.241643)
C (1.365795, 2.885623, 4.573620)
C (1.766890, 2.022681, 3.392827)
C (3.267945, 1.864378, 3.243514)
O (1.193741, 0.726277, 3.508850)
C (0.141607, 0.615485, 2.538518)
C (0.670401, 1.532636, 1.444901)
O (1.205844, 2.602598, 2.226493)
C (-0.303207, 2.080810, 0.377715)
O (-0.475700, 1.125354, -0.611276)
C (0.327886, 3.308355, -0.307544)
C (-0.402676, 4.435443, -0.650527)
C (0.176431, 5.461340, -1.392592)
C (1.494865, 5.371141, -1.802461)
C (2.237503, 4.242969, -1.468397)
C (1.655785, 3.228789, -0.730776)
C (-1.642868, 2.431705, 1.030654)
C (-1.726309, 3.371328, 2.061247)
C (-2.935483, 3.631685, 2.686214)
C (-4.090216, 2.967508, 2.284288)
C (-4.018578, 2.050994, 1.248704)
C (-2.802926, 1.787902, 0.628031)
C (-0.140758, -0.876360, 2.164101)
O (0.199482, -1.179914, 0.867956)
C (-1.633120, -1.242963, 2.397194)
C (-2.100470, -2.378822, 1.738921)
C (-3.399482, -2.824411, 1.902520)
C (-4.270939, -2.144114, 2.745099)
C (-3.813161, -1.031474, 3.430199)
C (-2.503730, -0.591477, 3.264748)
C (0.621281, -1.838647, 3.104799)
C (0.475991, -1.784476, 4.489609)
C (1.110432, -2.701462, 5.307808)
C (1.902089, -3.703833, 4.755631)
C (2.036925, -3.775236, 3.379745)
C (1.395035, -2.852684, 2.559095)
H (1.824239, 2.512849, 5.490390)
H (0.280892, 2.865950, 4.682829)
H (1.686416, 3.914935, 4.407357)
H (3.672084, 1.307667, 4.090141)
H (3.748620, 2.841941, 3.190518)
H (3.491745, 1.315153, 2.329460)
H (-0.753940, 1.079702, 2.948418)
H (1.471905, 1.021484, 0.915236)
H (-1.440211, 4.516599, -0.352998)
H (-0.416934, 6.329054, -1.657174)
H (1.942939, 6.165400, -2.387211)
H (3.266504, 4.144999, -1.791176)
H (2.247625, 2.354850, -0.493509)
H (-0.830385, 3.892475, 2.371307)
H (-2.978980, 4.358632, 3.489235)
H (-5.035200, 3.167511, 2.775475)
H (-4.907997, 1.523162, 0.926350)
H (-2.736489, 1.071736, -0.176830)
H (-1.417856, -2.909532, 1.087441)
H (-3.733112, -3.705465, 1.366191)
H (-5.293067, -2.482031, 2.867333)
H (-4.476197, -0.487627, 4.092727)
H (-2.191087, 0.280453, 3.823872)
H (-0.138816, -1.011896, 4.934486)
H (0.988672, -2.635152, 6.382892)
H (2.402102, -4.421134, 5.395274)
H (2.641570, -4.554464, 2.931340)
H (1.480309, -2.912823, 1.481847)
C (-1.662906, 2.160341, -5.062807)
C (-1.119422, 0.817911, -5.522192)
S (-1.867219, -0.501815, -4.559590)
O (-3.220656, -0.750210, -5.180486)
C (-0.760585, -1.857032, -5.097350)
C (-1.560012, -3.087820, -5.485641)
H (-1.211184, 2.969646, -5.638748)
H (-1.419836, 2.322313, -4.011287)
H (-2.746189, 2.212000, -5.183253)
H (-0.039820, 0.764895, -5.373626)
H (-1.384825, 0.585529, -6.558017)
H (-0.112514, -2.050097, -4.242293)
H (-0.134390, -1.494134, -5.913625)
H (-2.097087, -3.499064, -4.629104)
H (-0.878651, -3.856765, -5.855326)
H (-2.297150, -2.854892, -6.252645)

Forces on atoms 1 to 2 (eV/Å):
Cr 0.21 0.12 0.12
Cl 0.05 0.04 0.01

Calculated values
**Electronic energy**: -5485.5848 hartree
**2S+1**: 4
**Charge**: -2